[1]
DFT (ωB97M-V with the def2-TZVPD basis set) results for a cluster of 13 separate species, C42H87NO17S in total.

```
148
Properties=species:S:1:pos:R:3:forces:R:3
C 2.064657 -5.324548 4.053421 -0.03 -0.46 -0.18
C 1.141733 -6.330154 3.161879 1.90 -0.25 0.37
C 1.906331 -6.503556 1.755125 -0.17 0.11 -0.01
C 1.420061 -5.440299 0.618879 0.79 -1.39 -0.23
C 2.718233 -5.099043 -0.261559 -0.08 -0.09 -0.73
C 2.509683 -3.920261 -1.322366 -0.15 2.95 -2.27
C 1.871527 -4.151908 -2.746037 0.80 2.38 0.75
C 1.364161 -5.611966 -3.159456 -0.52 1.84 1.22
O 2.087816 -6.030930 -4.349326 -0.19 1.71 1.80
O 1.205514 -6.773909 -5.073917 -1.76 -1.96 -1.87
C 1.674392 -2.991879 -3.773606 1.50 0.95 1.76
C 0.980412 -3.193589 -5.221086 -1.12 0.16 1.31
C -0.625647 -3.354007 -4.955164 -0.45 0.08 -0.03
C -1.421725 -1.959605 -5.015399 -1.27 -1.17 -0.15
S -1.236438 -0.887995 -3.506459 -0.02 0.18 0.22
C 2.148915 -1.547408 -3.441921 0.71 -2.42 2.82
O 1.978531 -0.472255 -4.367192 0.87 -1.99 0.86
C 2.776098 -1.272598 -2.056394 -0.97 -2.52 -0.42
C 2.925930 -2.447857 -1.016329 -0.87 -0.10 -1.93
C 3.546136 -2.000591 0.405644 0.88 -0.47 0.57
O 4.392902 -2.664068 1.047096 -3.06 2.10 -2.01
C 3.005965 -0.568848 0.924529 -1.42 3.02 0.87
C 2.584299 -0.275190 2.379129 -0.16 2.47 -2.79
C 2.035442 1.145059 2.788366 0.98 -0.07 -2.26
C 1.579828 1.298593 4.310505 -0.07 -1.35 -0.66
C 0.092445 0.685100 4.476265 -1.08 -1.58 1.62
C -1.085289 0.872467 3.389495 0.54 0.74 0.39
N -0.234358 -0.061342 5.528660 1.24 2.02 -2.71
C 1.933619 2.328975 1.793727 1.17 -3.19 -1.44
C 1.392875 3.801148 2.134895 -0.10 0.02 -0.42
C -0.227056 3.853338 2.312567 0.74 1.14 -0.39
C 2.177597 4.558625 3.349707 0.28 0.33 0.79
C 1.204322 5.246375 4.430637 -0.44 -0.01 0.09
C 2.370919 2.016371 0.292191 0.28 -2.64 2.16
C 2.862015 0.608287 -0.117524 -0.47 0.01 2.22
C 3.267211 0.205779 -1.627688 0.55 0.79 -0.81
O 3.908844 0.949973 -2.405843 -2.34 -2.40 2.63
H 1.702160 -5.317901 5.137779 0.43 0.32 -1.52
H 2.116526 -4.267941 3.602798 -0.29 -1.48 0.77
H 3.155538 -5.713174 4.067924 -1.79 0.51 -0.04
H 1.221943 -7.351006 3.698174 -0.50 1.57 -0.80
H 0.066451 -5.967077 3.064991 1.66 -0.62 0.15
H 3.029998 -6.326780 1.953370 -1.69 -0.27 -0.29
H 1.836911 -7.599383 1.363645 -0.13 2.05 0.57
H 0.905201 -4.521085 1.057460 0.78 -1.30 -0.58
H 0.708207 -6.041798 -0.065200 0.70 1.33 1.05
H 3.622730 -4.929985 0.428207 -1.48 0.21 -1.22
H 2.972182 -6.053370 -0.864082 -0.32 1.50 0.91
H 1.453208 -6.332045 -2.275582 0.14 0.82 -1.41
H 0.232780 -5.512374 -3.382040 1.87 -0.31 0.08
H 0.560275 -6.194275 -5.554673 1.00 0.25 0.72
H 1.374702 -4.109984 -5.772374 -0.31 1.36 0.86
H 1.073374 -2.244600 -5.872380 0.25 -1.63 1.14
H -1.115709 -4.058111 -5.732867 0.88 1.11 1.03
H -0.848521 -3.810231 -3.920101 0.51 0.67 -1.60
H -2.551249 -2.187494 -5.126150 1.86 0.35 0.06
H -1.135905 -1.322161 -5.917486 -0.32 -0.83 1.40
H -2.170228 -1.245331 -2.529846 0.56 -0.32 -1.41
H 2.777095 -0.507159 -4.938818 -0.60 0.25 0.48
H 2.633521 -1.092787 3.170946 -0.02 1.27 -1.23
H 2.266151 0.597506 4.925275 -1.12 1.17 -0.89
H 1.704134 2.342612 4.749811 -0.46 -1.31 -0.90
H -0.672201 1.151999 2.353703 -0.64 -0.49 1.66
H -1.725082 1.759998 3.767928 0.92 -1.44 -0.76
H -1.760050 -0.051005 3.308161 1.24 1.24 0.30
H 0.575204 -0.147328 6.166230 -0.39 0.13 -0.32
H 1.597355 4.441439 1.192025 -0.24 -1.22 1.41
H -0.750470 3.356665 1.423685 0.75 0.41 1.48
H -0.488098 4.977428 2.234925 0.35 -1.91 0.19
H -0.574902 3.483978 3.331355 0.42 0.31 -1.68
H 2.910374 3.862147 3.911489 -1.18 0.94 -1.11
H 2.838824 5.405586 2.925173 -1.10 -1.50 0.49
H 0.586131 6.065642 3.896255 1.03 -1.22 1.08
H 1.780935 5.693686 5.328387 -0.72 -0.59 -1.70
H 0.450752 4.508834 4.907863 1.23 1.06 -0.87
H 2.320557 2.842081 -0.510427 0.02 -1.49 1.41
C -3.860107 2.678503 1.434365 -0.33 0.02 0.13
O -3.412771 3.661771 2.358932 0.07 0.24 0.33
H -3.022961 2.381845 0.802517 -0.07 0.13 0.06
H -4.231519 1.804728 1.977581 0.01 -0.14 -0.13
H -4.652785 3.095721 0.810536 0.12 -0.22 -0.17
H -4.170583 3.907135 2.904685 0.22 -0.02 -0.13
C -2.722451 4.716387 -1.717824 -0.27 -0.17 -0.07
O -3.835337 3.864564 -1.496323 0.16 0.31 -0.17
H -2.288551 4.987824 -0.754104 -0.06 -0.05 -0.03
H -1.972020 4.194351 -2.317792 0.17 0.17 0.01
H -3.048405 5.622915 -2.235306 0.24 0.13 0.01
H -4.201673 3.638589 -2.366573 0.01 -0.26 0.48
C 4.948753 5.119613 0.386439 -0.12 -0.34 -0.05
O 4.517724 4.171174 1.350204 0.26 0.35 0.28
H 5.419223 5.956927 0.903072 -0.06 -0.10 0.00
H 5.674160 4.656436 -0.287067 0.03 0.22 -0.12
H 4.088560 5.482883 -0.182949 0.13 0.18 -0.14
H 4.103637 3.444866 0.879871 -0.04 -0.28 0.04
C -1.896542 -3.382310 2.640481 -0.15 -0.06 -0.19
O -1.363693 -4.662310 2.320555 -0.09 -0.08 -0.26
H -1.517310 -3.075367 3.614737 -0.05 -0.12 -0.10
H -1.584553 -2.655437 1.885356 -0.07 0.19 0.09
H -2.986329 -3.436762 2.678515 0.05 0.24 0.13
H -1.713135 -4.911605 1.455317 0.12 -0.02 0.22
C -1.707509 7.958425 1.114899 -0.21 -0.02 0.15
O -1.156544 7.155814 2.150344 0.08 -0.14 0.22
H -0.907525 8.541234 0.656820 0.03 -0.14 0.10
H -2.166970 7.316808 0.358489 -0.06 0.19 -0.14
H -2.454741 8.635524 1.533839 0.00 -0.02 -0.30
H -1.884624 6.651661 2.537698 0.18 0.10 -0.07
C -1.306281 1.680502 -7.872970 0.24 -0.04 0.10
O -1.330619 0.762913 -6.789184 0.10 -0.14 0.06
H -2.315433 1.778094 -8.273655 0.07 -0.08 0.11
H -0.961042 2.656220 -7.522251 -0.04 0.08 -0.20
H -0.641082 1.308773 -8.656563 -0.06 0.18 -0.15
H -0.427014 0.694099 -6.452516 -0.25 0.08 0.07
C 2.409096 -9.800256 -0.194945 -0.15 -0.19 -0.24
O 1.274036 -10.611146 0.067388 -0.16 -0.07 -0.01
H 2.872549 -9.524706 0.752466 -0.11 -0.09 -0.06
H 3.127608 -10.358589 -0.800486 0.17 0.20 0.00
H 2.097971 -8.894540 -0.722964 0.24 0.12 0.00
H 0.883585 -10.840149 -0.785484 0.04 0.00 0.26
C -5.749362 10.186389 1.972405 0.15 0.18 0.12
O -4.407249 9.725487 2.030534 0.14 0.04 0.07
H -6.362704 9.423755 1.492191 0.15 0.02 0.04
H -6.121909 10.365648 2.984100 -0.21 0.04 -0.09
H -5.797432 11.109115 1.388710 -0.23 -0.01 0.01
H -3.886880 10.417443 2.458806 -0.06 -0.22 -0.10
C -5.588281 1.136523 -3.647515 -0.14 0.03 -0.05
O -5.454402 2.319007 -2.870918 -0.36 0.02 -0.12
H -4.594524 0.745336 -3.867166 -0.04 0.13 0.08
H -6.155002 0.389706 -3.086113 0.04 -0.12 -0.13
H -6.101223 1.366833 -4.584606 0.04 -0.21 -0.07
H -6.346031 2.643853 -2.690669 0.27 0.01 0.05
C -4.925157 -1.100404 4.495009 0.28 0.11 0.13
O -3.603613 -1.616300 4.535895 0.08 0.12 0.00
H -5.579098 -1.843638 4.037883 0.12 0.02 0.03
H -5.270892 -0.890718 5.510413 -0.22 0.06 -0.08
H -4.945648 -0.184867 3.897628 -0.24 0.04 0.01
H -3.045622 -0.939909 4.944350 0.08 -0.27 0.00
C -2.121829 -8.161180 -7.150652 0.25 0.15 0.12
O -0.785703 -8.636196 -7.087118 0.14 0.12 0.04
H -2.744507 -8.923961 -7.618340 0.14 0.03 0.04
H -2.491256 -7.962307 -6.140993 -0.24 0.04 -0.07
H -2.160549 -7.246687 -7.748799 -0.26 0.01 -0.01
H -0.256071 -7.942843 -6.669655 0.00 -0.46 -0.13
C 6.129847 7.478133 3.385936 -0.17 -0.32 -0.02
O 5.697483 6.526956 4.346225 -0.09 -0.13 0.04
H 6.599503 8.314405 3.904390 -0.07 -0.13 0.03
H 6.856486 7.015606 2.712643 0.06 0.22 -0.12
H 5.270006 7.841956 2.816755 0.13 0.18 -0.13
H 5.286127 5.798234 3.861530 0.09 0.10 0.17
```
Positions in Å, forces in eV/Å.

Calculated values
- lowest unoccupied orbital energy (Eh) = -0.0347
- E_HOMO (eV) = -8.57
- multiplicity = 1
- E (eV) = -92077.1134
- HOMO-LUMO gap (eV) = 7.625

=====

[2]
DFT (ωB97M-V with the def2-TZVPD basis set) results for a cluster of 2 separate species, C6H19ClOP in total.

```
28
Properties=species:S:1:pos:R:3:forces:R:3
C -0.406105 -2.576943 1.607718 -0.72 -0.34 0.37
C -0.205114 -1.855850 0.150425 0.32 2.05 1.70
Cl -1.037954 -2.922361 -1.148226 0.62 0.70 0.82
C 1.330041 -1.429754 -0.217764 -1.56 0.87 -1.36
P 2.676861 -2.687917 0.274019 1.31 0.37 -0.57
H -1.565170 -2.590950 1.824440 2.17 -0.07 -0.45
H 0.089914 -2.001959 2.509550 -0.81 -0.90 -2.14
H -0.017048 -3.688807 1.663610 -0.68 2.38 -0.41
H -0.839075 -0.846117 0.174161 1.13 -2.40 -0.12
H 1.374928 -1.338016 -1.407787 -0.11 -0.06 2.44
H 1.632300 -0.369723 0.226744 -1.02 -2.03 -0.67
H 3.174278 -2.688710 -1.108584 -0.17 -0.30 -0.50
H 3.593065 -1.560084 0.495445 0.35 0.41 0.15
H 2.378844 -2.624966 1.681141 -0.72 0.04 0.60
H 1.786338 -3.797668 0.029945 -0.49 -0.34 -0.05
H 3.741730 -3.623474 0.595710 0.38 -0.33 0.17
C -2.552837 3.779097 -0.449949 -0.24 0.21 0.24
C -1.376928 2.888983 -0.080285 -0.16 -0.15 -0.68
C -0.267965 2.977125 -1.116602 0.40 -0.02 0.08
O -1.820934 1.538616 0.022605 -0.14 -0.03 0.10
H -2.988130 3.475423 -1.408666 0.17 0.03 0.00
H -3.348420 3.696095 0.298353 0.15 0.03 -0.05
H -2.247158 4.827570 -0.521566 -0.06 -0.07 -0.03
H -0.987856 3.181780 0.900988 -0.10 -0.25 -0.06
H -0.622227 2.645005 -2.099011 -0.08 0.10 0.08
H 0.566363 2.322030 -0.843950 -0.14 0.11 0.01
H 0.106329 4.001514 -1.208239 -0.02 -0.07 -0.04
H -2.168072 1.270060 -0.844226 0.22 0.07 0.35
```
Positions in Å, forces in eV/Å.

Calculated values
- lowest unoccupied orbital energy (Eh) = 0.1046
- charge = -1
- E_HOMO (eV) = -2.84
- multiplicity = 1
- E (eV) = -30384.7498
- HOMO-LUMO gap (eV) = 5.685

=====

[3]
DFT (ωB97M-V with the def2-TZVPD basis set) results for a cluster of 2 separate species, C5H12O2 in total.

```
19
Properties=species:S:1:pos:R:3:forces:R:3
C -1.315709 -0.550221 1.401876 -0.16 -0.01 0.14
O -0.126585 -0.341319 0.660653 0.06 -0.08 -0.06
C -0.251243 0.569849 -0.442110 -0.01 0.16 -0.16
C -0.705725 1.951495 0.008723 -0.03 0.05 0.03
C 1.114276 0.615548 -1.107783 0.04 -0.04 -0.05
C 1.935718 -2.846359 -0.401078 -0.27 0.30 0.18
O 0.639085 -2.698333 -0.462542 0.21 -0.07 0.05
H -1.579306 0.335061 1.991462 0.03 -0.14 -0.08
H -1.121709 -1.381130 2.083628 -0.05 0.10 -0.10
H -2.157060 -0.809496 0.743269 0.12 0.03 0.07
H -0.994813 0.152224 -1.141368 0.08 0.05 0.09
H -0.019529 2.349084 0.764759 -0.08 -0.05 -0.10
H -1.718674 1.943350 0.422208 0.15 0.00 -0.06
H -0.707112 2.631533 -0.849071 0.01 -0.10 0.12
H 1.873495 0.914713 -0.377448 -0.11 -0.02 -0.10
H 1.115155 1.339187 -1.928115 -0.03 -0.10 0.11
H 1.391292 -0.360678 -1.517267 -0.04 0.19 0.06
H 2.316628 -1.943410 0.170645 -0.03 -0.24 -0.13
H 0.311807 -1.871095 -0.020437 0.12 -0.04 -0.02
```
Positions in Å, forces in eV/Å.

Calculated values
- lowest unoccupied orbital energy (Eh) = 0.0290
- E_HOMO (eV) = -8.16
- multiplicity = 1
- E (eV) = -9471.2203
- ΔE to the lowest compared entry with this formula, charge and spin (kcal per mole) = 90.3
- HOMO-LUMO gap (eV) = 8.954

=====

> Which of these has the highest E_HOMO?

C6H19ClOP

=====

> What is the HOMO-LUMO gap in the third record?

8.954 eV